Record 1
C43H35Cl2N4O6P2TeTi | the ωB97M-V functional and the def2-TZVPD basis

Structure (XYZ):
```
94
Properties=species:S:1:pos:R:3:forces:R:3:lowdin_spin:R:1
Ti 1.554 -0.686 1.028 0.4 0.1 -0.5 1.70
Te 0.571 1.394 -3.661 -0.2 0.2 -0.2 0.00
C -1.111 2.701 -3.862 -0.1 0.1 0.1 0.00
C -2.308 2.281 -4.432 0.1 -0.1 0.0 0.00
C -3.389 3.151 -4.471 0.0 -0.1 0.0 0.00
N -3.363 4.389 -3.987 -0.1 0.1 0.0 0.00
C -2.215 4.793 -3.449 0.0 0.1 0.0 0.00
C -1.078 4.004 -3.369 0.1 -0.1 0.0 0.00
C 0.454 0.942 -1.664 0.6 -0.4 0.1 0.02
P -0.058 -0.636 -1.039 -0.2 0.4 0.2 0.04
C -1.784 -0.458 -0.443 -0.1 -0.1 -0.2 0.00
C -2.309 -1.429 0.411 0.0 0.0 0.0 0.00
C -3.563 -1.268 0.974 -0.1 0.0 0.0 0.00
C -4.311 -0.129 0.693 0.0 -0.1 0.0 0.00
C -3.801 0.838 -0.161 -0.1 0.1 0.0 0.00
C -2.543 0.673 -0.728 0.1 0.0 0.0 0.00
C -0.244 -1.808 -2.414 0.1 -0.1 -0.1 0.00
C -1.384 -1.886 -3.208 0.0 0.0 0.1 0.00
C -1.432 -2.762 -4.283 0.0 0.0 0.0 0.00
C -0.340 -3.563 -4.580 0.0 0.0 0.0 0.00
C 0.806 -3.487 -3.798 0.0 -0.1 0.0 0.00
C 0.850 -2.616 -2.722 0.0 0.1 0.0 0.00
P 1.588 1.527 -0.438 -0.4 -0.1 0.1 0.02
C 2.984 2.375 -1.239 0.0 0.0 0.0 0.00
C 3.142 3.756 -1.261 0.0 0.0 0.0 0.00
C 4.211 4.329 -1.935 0.0 0.0 0.0 0.00
C 5.132 3.527 -2.591 0.0 0.0 0.0 0.00
C 4.985 2.147 -2.567 0.0 0.0 0.0 0.00
C 3.921 1.576 -1.892 0.0 -0.1 0.0 0.00
C 0.782 2.871 0.519 0.0 0.1 -0.1 0.00
C -0.418 3.446 0.106 0.1 -0.1 0.0 0.00
C -1.095 4.336 0.930 -0.1 0.0 0.0 0.00
C -0.577 4.661 2.176 0.0 0.0 0.0 0.00
C 0.622 4.097 2.594 0.0 0.0 0.0 0.00
C 1.293 3.204 1.773 0.1 0.0 0.0 0.00
H -2.410 1.280 -4.833 0.0 0.0 0.0 0.00
H -4.328 2.826 -4.908 0.0 0.0 0.0 0.00
H -2.201 5.808 -3.060 0.0 0.0 0.0 0.00
H -0.176 4.402 -2.921 0.0 0.0 0.0 0.00
H -1.721 -2.307 0.657 0.0 0.0 0.0 0.00
H -3.950 -2.026 1.643 0.0 0.0 0.0 0.00
H -5.287 0.004 1.143 0.0 0.0 0.0 0.00
H -4.380 1.726 -0.388 0.0 0.0 0.0 0.00
H -2.127 1.428 -1.384 0.0 0.0 0.0 0.00
H -2.241 -1.265 -2.980 0.0 0.0 0.0 0.00
H -2.325 -2.814 -4.894 0.0 0.0 0.0 0.00
H -0.381 -4.244 -5.421 0.0 0.0 0.0 0.00
H 1.664 -4.108 -4.024 0.0 0.0 0.0 0.00
H 1.750 -2.543 -2.117 0.0 0.0 0.0 0.00
H 2.429 4.394 -0.754 0.0 0.0 0.0 0.00
H 4.321 5.407 -1.948 0.0 0.0 0.0 0.00
H 5.964 3.977 -3.119 0.0 0.0 0.0 0.00
H 5.706 1.513 -3.067 0.0 0.0 0.0 0.00
H 3.814 0.496 -1.862 0.0 0.0 0.0 0.00
H -0.827 3.166 -0.856 0.0 0.0 0.0 0.00
H -2.031 4.772 0.598 0.0 0.0 0.0 0.00
H -1.111 5.344 2.824 0.0 0.0 0.0 0.00
H 1.023 4.335 3.571 0.0 0.0 0.0 0.00
H 2.210 2.737 2.118 0.0 0.0 0.0 0.00
O -0.165 -1.268 6.577 0.3 -0.1 -0.1 0.00
C -0.965 -0.400 5.984 0.2 0.3 0.1 0.00
O -1.817 0.206 6.594 -0.1 -0.2 -0.1 0.00
C -0.733 -0.132 4.541 -0.2 0.1 -0.2 0.00
C -1.449 0.824 3.839 0.2 -0.1 0.0 0.02
N -0.973 0.836 2.584 0.1 -0.1 0.1 0.01
N -0.005 -0.068 2.415 0.0 0.1 0.0 0.02
C 0.161 -0.668 3.585 -0.1 -0.2 0.3 0.03
C 1.114 -1.844 3.631 -0.4 0.1 0.4 0.01
O 1.303 -2.412 4.714 0.0 0.2 -0.1 0.01
O 1.581 -2.186 2.503 0.2 0.0 -0.1 0.01
H 0.517 -1.652 5.938 -0.4 -0.1 0.0 0.00
H -2.237 1.479 4.163 0.0 0.0 0.0 0.00
H -1.256 1.409 1.801 0.0 0.0 0.0 0.00
N 0.376 -3.976 0.358 0.1 0.0 0.1 0.00
C -0.645 -4.643 1.013 -0.1 0.0 0.0 0.00
C -1.665 -5.259 0.282 0.0 0.1 0.0 0.00
C -2.737 -5.845 0.933 -0.1 0.0 -0.1 0.00
C -2.821 -5.834 2.317 -0.1 0.0 0.1 0.00
C -1.805 -5.229 3.044 0.0 0.0 0.1 0.00
C -0.725 -4.639 2.410 0.1 0.0 0.0 0.00
H 0.543 -4.227 -0.602 0.0 0.0 0.0 0.00
H 1.201 -3.768 0.901 0.0 0.0 0.0 0.00
H -1.618 -5.254 -0.801 0.0 0.0 0.0 0.00
H -3.519 -6.311 0.346 0.0 0.0 0.0 0.00
H -3.661 -6.291 2.822 0.0 0.0 0.0 0.00
H -1.847 -5.209 4.126 0.0 0.0 0.0 0.00
H 0.065 -4.178 2.988 0.0 0.0 0.0 0.00
Cl 6.269 0.856 0.846 0.0 0.0 0.0 0.00
C 5.571 -0.660 1.453 0.0 -0.1 0.0 0.00
Cl 6.014 -0.946 3.144 0.0 0.0 0.0 0.00
C 4.054 -0.620 1.276 0.1 0.1 0.0 0.02
O 3.581 -1.288 0.326 0.0 -0.2 -0.1 0.02
O 3.354 0.069 2.051 -0.1 0.0 0.0 0.01
H 5.982 -1.472 0.866 0.0 0.0 0.0 0.00
```
Positions in Å, forces in eV/Å.

Results
HOMO energy (alpha / beta), eV: -4.1 / -5.2
LUMO level (alpha / beta), eV: 2.090 / 2.080
Expectation value of S²: 2.006
Total charge: -1
Kohn-Sham gap (alpha / beta), eV: 6.20 / 7.24
Spin multiplicity: 3

=====

Record 2
C43H35F6N3O4 | the ωB97M-V functional and the def2-TZVPD basis

Structure (XYZ):
```
91
Properties=species:S:1:pos:R:3:forces:R:3:lowdin_charge:R:1
C 4.377 3.637 -0.663 0.1 0.0 0.2 0.01
C 3.981 4.277 -1.985 0.0 0.2 -1.0 -0.54
C 3.725 5.785 -1.840 0.0 -0.5 -0.2 0.01
O 5.037 4.167 -2.959 -0.3 0.2 0.8 0.04
C 5.359 2.858 -3.274 -1.2 -1.1 0.2 -0.47
O 6.514 2.575 -3.525 0.2 0.3 -0.2 0.06
C 4.253 1.921 -3.259 -0.3 2.2 0.7 -0.13
C 4.534 0.538 -3.661 0.2 -1.0 0.1 -0.12
C 5.042 -0.336 -2.514 -0.3 0.5 -0.5 -0.18
C 4.121 -0.985 -1.695 0.2 -0.3 0.5 -0.03
C 4.558 -1.706 -0.586 -0.2 0.0 -0.2 -0.04
C 5.930 -1.792 -0.307 -0.1 0.0 -0.1 -0.25
C 6.376 -2.532 0.848 0.6 -1.1 1.8 -0.19
N 6.723 -3.120 1.802 -0.8 1.2 -2.0 0.12
C 6.856 -1.154 -1.144 0.0 0.1 -0.1 -0.02
C 6.406 -0.422 -2.242 0.2 -0.2 0.4 -0.01
C 2.933 2.324 -2.849 2.6 -0.4 -0.6 -0.48
O 1.972 1.573 -2.788 -1.3 -0.2 0.2 0.01
O 2.788 3.657 -2.506 0.0 0.3 0.5 0.04
H 4.610 2.568 -0.774 -0.1 0.4 0.0 0.09
H 5.255 4.159 -0.271 0.0 -0.1 0.0 0.10
H 3.560 3.758 0.056 0.1 0.0 -0.1 0.09
H 3.534 6.225 -2.821 0.0 -0.1 0.1 0.09
H 2.880 5.988 -1.183 0.0 -0.2 0.0 0.08
H 4.610 6.261 -1.416 0.0 -0.1 0.0 0.09
H 3.597 0.114 -4.037 0.2 -0.1 -0.2 0.11
H 5.311 0.568 -4.432 -0.2 -0.2 -0.1 0.12
H 3.058 -0.887 -1.919 0.2 0.0 0.0 0.10
H 3.837 -2.208 0.063 0.3 0.1 -0.1 0.10
H 7.924 -1.232 -0.932 -0.3 0.0 0.0 0.12
H 7.106 0.124 -2.876 -0.2 -0.2 0.2 0.12
F 1.256 1.137 6.623 0.0 -1.1 -0.6 0.13
C 1.369 -0.004 5.892 1.8 0.3 -0.3 -0.53
F 1.862 0.333 4.656 -0.5 -0.1 1.2 0.12
F 2.322 -0.800 6.484 -0.8 0.9 -0.4 0.11
C 0.087 -0.774 5.753 -0.2 -0.7 -0.5 -0.01
N 0.292 -1.863 4.779 -0.6 0.9 0.1 -0.04
C 0.350 -3.177 5.310 0.3 -1.1 0.9 -0.25
C -0.857 -3.802 5.671 0.6 0.2 -0.4 -0.01
C -0.824 -5.037 6.307 0.0 -0.2 0.0 -0.08
C 0.400 -5.634 6.632 0.0 0.3 -0.1 -0.07
C 1.600 -5.000 6.289 -0.1 -0.1 -0.1 -0.06
C 1.585 -3.782 5.610 -0.6 0.3 -0.2 -0.01
C -0.004 -1.666 3.447 0.2 0.2 -0.3 -0.19
C 0.622 -2.494 2.479 -0.1 0.2 -0.2 0.03
C 0.587 -2.139 1.144 -0.3 0.1 0.0 0.01
C -0.226 -1.056 0.694 0.1 -0.1 0.9 -0.21
C -0.351 -0.691 -0.677 -1.0 0.0 -0.2 0.13
C -1.586 -0.357 -1.275 0.3 0.2 0.2 -0.19
C -1.584 0.235 -2.571 -0.1 0.0 -0.2 0.04
C -2.753 0.615 -3.185 0.2 0.1 0.0 0.02
C -3.998 0.477 -2.518 -0.2 0.3 0.2 -0.17
N -5.149 1.061 -2.992 1.1 0.0 -0.7 -0.02
C -5.064 2.107 -4.019 0.0 -0.7 0.1 -0.01
C -4.943 3.451 -3.351 0.0 1.3 1.2 -0.52
F -4.505 4.439 -4.179 -0.5 -1.1 0.7 0.14
F -6.166 3.824 -2.842 1.1 -0.1 -0.5 0.11
F -4.084 3.395 -2.281 -0.7 0.2 -1.1 0.12
C -6.446 0.538 -2.733 -1.6 0.0 0.1 -0.25
C -7.252 1.059 -1.700 0.3 -0.3 -0.4 -0.01
C -8.559 0.591 -1.543 0.1 -0.2 -0.1 -0.06
C -9.056 -0.418 -2.378 0.3 0.2 0.0 -0.07
C -8.270 -0.892 -3.434 -0.1 -0.1 0.0 -0.07
C -6.989 -0.390 -3.642 0.4 0.3 0.6 -0.01
C -4.039 -0.219 -1.283 0.4 -0.3 0.3 0.03
C -2.866 -0.604 -0.669 -0.3 0.1 -0.1 0.01
C -0.955 -0.332 1.675 -0.3 -0.3 -0.2 -0.02
C -0.839 -0.610 3.019 0.3 -0.3 -0.1 0.01
H -0.143 -1.243 6.711 -0.2 0.3 0.0 0.15
H -0.698 -0.090 5.428 0.1 -0.1 0.4 0.12
H -1.794 -3.294 5.423 0.2 -0.3 0.1 0.12
H -1.768 -5.533 6.541 0.3 0.1 0.0 0.11
H 0.415 -6.591 7.154 0.0 0.3 -0.2 0.11
H 2.559 -5.458 6.535 -0.3 0.1 -0.1 0.11
H 2.504 -3.278 5.300 -0.3 -0.2 0.2 0.13
H 1.169 -3.372 2.826 0.0 0.3 -0.2 0.12
H 1.116 -2.743 0.404 0.0 0.2 0.2 0.12
H 0.538 -0.664 -1.306 0.0 -0.1 -0.1 0.13
H -0.626 0.410 -3.065 -0.2 0.0 0.1 0.13
H -2.721 1.016 -4.196 0.2 0.0 0.4 0.12
H -4.195 1.958 -4.660 -0.4 0.1 -0.1 0.12
H -5.999 2.081 -4.579 0.3 0.1 -0.2 0.15
H -6.840 1.830 -1.046 -0.2 -0.2 -0.2 0.12
H -9.185 1.012 -0.755 0.2 -0.2 -0.2 0.11
H -10.058 -0.824 -2.218 0.3 0.2 -0.1 0.11
H -8.652 -1.661 -4.109 0.0 0.3 0.2 0.11
H -6.368 -0.705 -4.485 -0.3 -0.1 0.3 0.13
H -5.005 -0.393 -0.808 0.3 0.0 -0.1 0.12
H -2.926 -1.103 0.300 0.1 0.1 -0.4 0.12
H -1.640 0.457 1.361 0.4 -0.1 0.1 0.13
H -1.419 -0.041 3.742 0.2 0.0 -0.3 0.11
```
Positions in Å, forces in eV/Å.

Results
HOMO energy, eV: -5.9
LUMO level, eV: -2.852
Kohn-Sham gap, eV: 3.02